Entry 1:
A structure of composition C28H40AsF6N2O4P2S6Tc at a distorted geometry, computed with wB97M-V/def2-TZVPD.

```
90
C28H40AsF6N2O4P2S6Tc wB97M-V/def2-TZVPD
Tc 0.115 0.203 0.671
C -0.413 3.760 0.860
C -1.838 3.223 0.973
C -2.771 4.233 0.301
P -1.879 1.498 0.258
C -3.535 0.694 0.599
C -4.762 1.597 0.609
C -3.419 -0.023 1.940
C -1.718 1.731 -1.540
C -2.667 2.304 -2.366
C -2.453 2.425 -3.742
C -3.483 3.013 -4.637
C -1.246 1.949 -4.262
C -0.306 1.335 -3.464
C -0.513 1.214 -2.080
N 0.310 0.511 -1.224
C 1.381 -0.223 -1.745
C 2.426 0.312 -2.492
C 3.442 -0.514 -2.937
C 3.425 -1.884 -2.684
C 4.518 -2.756 -3.198
C 2.386 -2.411 -1.909
C 1.376 -1.601 -1.427
P -0.011 -2.018 -0.296
C 0.335 -3.457 0.829
C 1.266 -3.099 1.973
C 0.828 -4.721 0.120
C -1.370 -2.693 -1.372
C -2.555 -3.084 -0.494
C -1.783 -1.686 -2.436
H -0.397 4.811 1.136
H -0.059 3.674 -0.168
H 0.277 3.243 1.514
H -2.118 3.114 2.027
H -2.471 4.413 -0.728
H -2.678 5.175 0.838
H -3.816 3.953 0.329
H -3.643 -0.048 -0.199
H -4.722 2.309 1.426
H -5.645 0.982 0.762
H -4.897 2.123 -0.329
H -3.266 0.694 2.742
H -2.590 -0.727 1.937
H -4.339 -0.561 2.147
H -3.602 2.643 -1.947
H -4.267 3.518 -4.079
H -3.940 2.223 -5.235
H -3.031 3.715 -5.334
H -1.069 2.028 -5.324
H 0.583 0.928 -3.918
H 2.465 1.375 -2.676
H 4.260 -0.088 -3.500
H 4.878 -2.404 -4.161
H 4.195 -3.787 -3.303
H 5.360 -2.737 -2.507
H 2.384 -3.469 -1.699
H -0.656 -3.660 1.254
H 2.252 -2.829 1.609
H 1.360 -3.948 2.643
H 0.870 -2.265 2.545
H 1.904 -4.688 -0.022
H 0.347 -4.887 -0.841
H 0.608 -5.581 0.749
H -0.966 -3.576 -1.878
H -2.716 -2.334 0.277
H -2.412 -4.054 -0.029
H -3.453 -3.146 -1.099
H -2.213 -0.802 -1.970
H -2.530 -2.139 -3.083
H -0.937 -1.391 -3.052
S 1.231 3.269 4.426
As 1.826 1.967 5.822
S -0.121 0.146 2.940
S -0.533 -0.776 4.648
S -0.339 0.505 6.147
F 3.961 1.897 -0.080
C 4.281 1.255 1.054
F 4.851 2.122 1.872
F 5.100 0.278 0.717
S 2.616 0.688 1.701
O 2.295 -0.508 0.963
O 1.734 1.771 1.355
N 2.568 0.469 3.257
S 3.898 0.236 4.083
O 4.954 -0.130 3.219
O 4.039 1.297 5.035
C 3.425 -1.261 5.103
F 2.811 -2.161 4.335
F 4.462 -1.812 5.682
F 2.540 -0.885 6.037
```

Results
frontier orbital gap	0.1940	hartree
total energy	-7488.4436	Eh
charge	+2
E_LUMO	-8.31	eV
relative energy (zero: lowest compared OMol25 entry of this formula, charge and spin)	24.9	kcal per mole

Löwdin population analysis, charges in e, atoms 1 to 8: atom 1 (Tc): 0.818, atom 2 (C): -0.119, atom 3 (C): -0.487, atom 4 (C): -0.091, atom 5 (P): 1.042, atom 6 (C): -0.502, atom 7 (C): -0.092, atom 8 (C): -0.155

***

Entry 2:
A cluster of 3 separate species, C6H10O in total, computed with wB97M-V/def2-TZVPD.

```
17
C6H10O wB97M-V/def2-TZVPD
C -0.646 1.859 0.414
C -1.392 0.910 0.972
O -1.269 0.409 2.228
H 0.169 2.344 0.948
H -0.822 2.152 -0.614
H -2.199 0.416 0.443
H -0.525 0.847 2.663
C -0.906 -1.634 -1.647
C -2.075 -1.400 -1.490
H 0.136 -1.828 -1.771
H -3.110 -1.186 -1.341
C 2.002 0.026 0.278
C 2.221 -0.991 -0.545
H 1.634 -0.130 1.290
H 2.162 1.057 -0.028
H 2.569 -0.833 -1.564
H 2.050 -2.019 -0.236
```

Results
frontier orbital gap	0.3647	hartree
total energy	-309.7025	Eh
E_LUMO	0.97	eV
relative energy (zero: lowest compared OMol25 entry of this formula, charge and spin)	87.8	kcal per mole
SMILES	C=CO.C#C.C=C

Löwdin population analysis, charges in e, atoms 1 to 8: atom 1 (C): -0.020, atom 2 (C): -0.298, atom 3 (O): -0.004, atom 4 (H): 0.055, atom 5 (H): 0.056, atom 6 (H): 0.083, atom 7 (H): 0.098, atom 8 (C): 0.009

***

> What is the frontier orbital gap in the second record?

0.3647 hartree

***

> relative energy (zero: lowest compared OMol25 entry of this formula, charge and spin) of number 1 (C28H40AsF6N2O4P2S6Tc)?

24.9 kcal per mole

***

> Among the records above, which one has the highest E_LUMO?

C6H10O

***

> Among the records above, which one has the highest E_LUMO?

C6H10O